Molecular formula: C36H50N6O4
Method: DFT, ωB97M-V/def2-TZVPD

Bonds (Å) are listed after each position.
CARTESIAN COORDINATES (ANGSTROEM)
1 C -1.074 -1.097 -2.343  C2 1.205, H22 1.081
2 C -0.428 -0.668 -1.421  C1 1.205, C3 1.506
3 C 0.682 -0.163 -0.537  C2 1.506, C4 1.560, H23 1.108, H24 1.107
4 C 0.633 1.387 -0.365  C3 1.560, C5 1.568, H25 1.104, H26 1.104
5 C 0.689 2.150 -1.734  C4 1.568, N6 1.473, H27 1.107, H28 1.105
6 N -0.323 3.210 -1.879  C5 1.473, C7 1.423, C20 1.410
7 C -0.455 4.123 -0.797  N6 1.423, O8 1.196, C9 1.539
8 O 0.372 4.917 -0.457  C7 1.196
9 C -1.858 3.792 -0.258  C7 1.539, C10 1.397, C19 1.432
10 C -2.485 4.084 0.955  C9 1.397, C11 1.419, H29 1.095
11 C -3.799 3.589 1.160  C10 1.419, C12 1.413, H30 1.096
12 C -4.456 2.824 0.169  C11 1.413, C13 1.526, C18 1.416
13 C -5.851 2.257 0.412  C12 1.526, O14 1.453, H31 1.115, H32 1.107
14 O -6.897 3.089 -0.158  C13 1.453, C15 1.400
15 C -8.037 2.277 -0.180  O14 1.400, C16 1.537, O17 1.195
16 C -8.455 1.560 -1.474  C15 1.537, H33 1.108, H34 1.102, H35 1.103
17 O -8.658 2.119 0.828  C15 1.195
18 C -3.831 2.549 -1.071  C12 1.416, C19 1.390, H36 1.096
19 C -2.543 3.034 -1.262  C9 1.432, C18 1.390, C20 1.553
20 C -1.566 2.889 -2.461  N6 1.410, C19 1.553, O21 1.192
21 O -1.823 2.602 -3.589  C20 1.192
22 H -1.837 -1.279 -3.087  C1 1.081
23 H 0.574 -0.659 0.448  C3 1.108
24 H 1.685 -0.436 -0.917  C3 1.107
25 H 1.526 1.688 0.212  C4 1.104
26 H -0.245 1.627 0.259  C4 1.104
27 H 1.678 2.641 -1.814  C5 1.107
28 H 0.643 1.416 -2.560  C5 1.105
29 H -1.962 4.653 1.731  C10 1.095
30 H -4.293 3.816 2.112  C11 1.096
31 H -5.891 1.282 -0.126  C13 1.115
32 H -6.096 2.115 1.482  C13 1.107
33 H -8.647 0.499 -1.222  C16 1.108
34 H -9.401 2.004 -1.823  C16 1.102
35 H -7.659 1.562 -2.238  C16 1.103
36 H -4.329 1.967 -1.855  C18 1.096
37 C 2.129 7.024 0.864  C38 1.524, H42 1.091, H43 1.085, H44 1.094
38 C 2.520 8.439 0.456  C37 1.524, C39 1.532, H45 1.092, H46 1.092
39 C 3.030 9.277 1.633  C38 1.532, C40 1.478, H47 1.091, H48 1.091
40 C 1.979 9.399 2.664  C39 1.478, N41 1.150
41 N 1.158 9.493 3.464  C40 1.150
42 H 1.306 7.030 1.580  C37 1.091
43 H 1.802 6.456 0.000  C37 1.085
44 H 2.977 6.499 1.315  C37 1.094
45 H 1.656 8.929 0.000  C38 1.092
46 H 3.299 8.389 -0.308  C38 1.092
47 H 3.309 10.275 1.293  C39 1.091
48 H 3.911 8.813 2.079  C39 1.091
49 C 1.723 4.195 5.695  C50 1.525, H54 1.092, H55 1.091, H56 1.092
50 C 1.911 4.971 4.395  C49 1.525, C51 1.531, H57 1.093, H58 1.092
51 C 0.852 4.634 3.341  C50 1.531, C52 1.475, H59 1.089, H60 1.092
52 C 0.910 3.202 2.990  C51 1.475, N53 1.150
53 N 0.953 2.087 2.715  C52 1.150
54 H 1.822 3.119 5.538  C49 1.092
55 H 2.479 4.488 6.424  C49 1.091
56 H 0.740 4.390 6.129  C49 1.092
57 H 2.907 4.762 3.997  C50 1.093
58 H 1.868 6.041 4.609  C50 1.092
59 H 1.020 5.220 2.439  C51 1.089
60 H -0.147 4.866 3.715  C51 1.092
61 C 0.790 -6.465 -3.991  C62 1.526, H66 1.088, H67 1.087, H68 1.093
62 C 1.150 -5.029 -4.360  C61 1.526, C63 1.532, H69 1.093, H70 1.092
63 C 1.666 -4.219 -3.166  C62 1.532, C64 1.476, H71 1.090, H72 1.090
64 C 0.634 -4.145 -2.114  C63 1.476, N65 1.150
65 N -0.165 -4.085 -1.288  C64 1.150
66 H -0.019 -6.498 -3.264  C61 1.088
67 H 0.458 -7.012 -4.869  C61 1.087
68 H 1.652 -6.990 -3.571  C61 1.093
69 H 0.270 -4.540 -4.786  C62 1.093
70 H 1.918 -5.041 -5.137  C62 1.092
71 H 1.922 -3.206 -3.479  C63 1.090
72 H 2.561 -4.679 -2.748  C63 1.090
73 C 0.808 -10.600 -0.501  C74 1.525, H78 1.092, H79 1.091, H80 1.092
74 C -0.248 -9.557 -0.151  C73 1.525, C75 1.532, H81 1.093, H82 1.092
75 C -1.390 -9.499 -1.170  C74 1.532, C76 1.477, H83 1.091, H84 1.091
76 C -0.866 -9.144 -2.505  C75 1.477, N77 1.150
77 N -0.451 -8.864 -3.540  C76 1.150
78 H 1.296 -10.372 -1.451  C73 1.092
79 H 1.584 -10.626 0.265  C73 1.091
80 H 0.367 -11.597 -0.572  C73 1.092
81 H 0.229 -8.577 -0.077  C74 1.093
82 H -0.664 -9.787 0.833  C74 1.092
83 H -2.125 -8.751 -0.870  C75 1.091
84 H -1.896 -10.464 -1.234  C75 1.091
85 C 5.206 -4.571 1.464  C86 1.525, H90 1.092, H91 1.091, H92 1.093
86 C 4.145 -3.532 1.811  C85 1.525, C87 1.532, H93 1.093, H94 1.092
87 C 3.024 -3.455 0.770  C86 1.532, C88 1.477, H95 1.091, H96 1.091
88 C 3.574 -3.079 -0.549  C87 1.477, N89 1.150
89 N 4.001 -2.787 -1.576  C88 1.150
90 H 5.714 -4.329 0.529  C85 1.092
91 H 5.967 -4.612 2.245  C85 1.091
92 H 4.764 -5.566 1.368  C85 1.093
93 H 4.623 -2.555 1.910  C86 1.093
94 H 3.710 -3.777 2.782  C86 1.092
95 H 2.284 -2.710 1.066  C87 1.091
96 H 2.516 -4.417 0.679  C87 1.091

Properties
SMILES: C#CCCCN1C(=O)c2ccc(COC(C)=O)cc2C1=O.CCCC#N.CCCC#N.CCCC#N.CCCC#N.CCCC#N
Frontier orbital gap in eV: 9.1
M in Da: 630.8
E_HOMO in Ha: -0.3461
Energy in eV: -55270.2255

Here are the Löwdin charges for atoms 1 to 8, given in e:
1 C 0.0867
2 C -0.1415
3 C -0.1974
4 C -0.1808
5 C -0.1087
6 N 0.0139
7 C -0.3321
8 O 0.1345